ORCA calculation (ωB97M-V/def2-TZVPD) on C36H43N2ReSSi2 as an isolated structure.

```
85
Properties=species:S:1:pos:R:3:forces:R:3
Re 0.3264 0.3930 -1.3019 0.1447 -0.0744 -0.0144
C -1.0070 0.5558 4.7000 -0.0056 0.0004 0.0041
C 0.5229 0.5594 4.8376 -0.0048 0.0043 -0.0035
C 0.8809 1.0751 6.2318 0.0072 -0.0002 -0.0046
C 1.0555 -0.8731 4.6960 -0.0081 -0.0054 0.0020
C 1.1206 1.4251 3.7281 0.0000 -0.0117 -0.0028
C 1.9427 2.5308 4.0052 -0.0013 -0.0006 0.0080
C 2.4444 3.3515 3.0144 -0.0018 0.0097 -0.0110
C 2.1270 3.0509 1.6970 -0.0021 0.0088 0.0138
S 2.4853 3.9552 0.2569 0.0047 -0.0151 -0.0017
C 1.6177 2.8239 -0.6757 -0.0274 -0.0051 -0.0056
N 1.1334 1.8014 0.0198 0.0004 0.0206 0.0037
C 1.3556 1.9297 1.3944 0.0214 0.0054 -0.0188
C 0.8397 1.1238 2.4008 0.0038 -0.0169 0.0144
C 1.2469 2.9714 -2.0812 0.0167 0.0060 0.0237
C 1.5482 4.1305 -2.7982 -0.0012 0.0024 -0.0116
C 0.9631 4.3541 -4.0295 0.0073 0.0011 0.0071
C 0.0387 3.4428 -4.5250 -0.0014 -0.0016 -0.0011
C -0.2473 2.2728 -3.8304 0.0023 0.0119 -0.0072
C 0.3892 1.9933 -2.6340 -0.0452 0.0178 -0.0103
H -1.4470 -0.0461 5.4961 -0.0001 -0.0003 -0.0022
H -1.3326 0.1298 3.7485 0.0044 0.0009 0.0028
H -1.4088 1.5676 4.7814 0.0018 -0.0019 -0.0024
H 0.4136 0.4353 6.9802 -0.0002 0.0000 -0.0016
H 0.5180 2.0910 6.3963 -0.0009 -0.0036 0.0015
H 1.9570 1.0532 6.4118 -0.0011 0.0031 -0.0018
H 0.6397 -1.5036 5.4830 0.0021 0.0030 -0.0023
H 2.1434 -0.8989 4.7795 0.0013 0.0010 -0.0002
H 0.7773 -1.3124 3.7361 -0.0049 -0.0023 0.0073
H 2.1798 2.7719 5.0304 -0.0008 0.0013 0.0006
H 3.0478 4.2136 3.2643 -0.0002 -0.0028 -0.0002
H 0.2026 0.2848 2.1461 -0.0042 0.0209 -0.0020
H 2.2110 4.8747 -2.3721 -0.0022 -0.0025 -0.0010
H 1.1912 5.2547 -4.5820 -0.0007 -0.0019 0.0010
H -0.4684 3.6455 -5.4593 0.0023 -0.0004 0.0023
H -0.9780 1.5830 -4.2332 0.0007 -0.0025 -0.0016
C 3.0177 -0.6578 -1.4641 0.0024 0.0257 0.0001
Si 2.0117 -2.0423 -0.6277 0.0328 0.0371 0.0287
C 2.2236 -1.9700 1.2148 0.0139 -0.0264 0.0002
C 2.6390 -3.6451 -1.3265 -0.0307 -0.0213 0.0091
C 0.1768 -1.7455 -1.1861 -0.1362 0.0175 -0.0065
C 0.1880 -1.9563 -2.6461 0.0092 -0.0252 0.0157
C 0.0500 -3.0771 -3.4510 -0.0029 0.0031 0.0078
C 0.2198 -2.9099 -4.8132 -0.0043 -0.0153 0.0002
C 0.5315 -1.6522 -5.3296 0.0024 0.0085 -0.0057
C 0.6152 -0.5749 -4.4779 -0.0012 -0.0047 0.0069
N 0.4112 -0.7377 -3.1591 0.0134 0.0296 -0.0263
Si -1.2438 -2.6065 -0.2328 -0.0005 -0.0180 -0.0123
C -1.5256 -1.7532 1.4019 0.0000 0.0215 0.0044
C -0.7226 -4.3716 0.0879 0.0175 -0.0154 0.0049
C -2.7682 -2.5589 -1.3031 0.0060 0.0191 -0.0146
H 4.0082 -0.7051 -1.0004 -0.0038 0.0163 0.0022
H 2.7608 0.4097 -1.3770 0.0187 -0.0128 -0.0043
H 3.1441 -0.8718 -2.5264 -0.0015 0.0104 0.0023
H 3.2624 -2.2137 1.4534 -0.0019 0.0028 0.0038
H 1.5962 -2.7061 1.7213 0.0048 0.0109 0.0048
H 2.0169 -0.9895 1.6448 0.0016 -0.0067 -0.0063
H 3.6730 -3.7763 -0.9972 -0.0004 -0.0018 -0.0054
H 2.6291 -3.6617 -2.4163 0.0055 0.0043 0.0032
H 2.0660 -4.4971 -0.9586 0.0014 -0.0036 -0.0031
H -0.1594 -4.0447 -3.0168 -0.0003 0.0034 -0.0034
H 0.1334 -3.7590 -5.4786 0.0008 0.0028 0.0007
H 0.7105 -1.5120 -6.3856 0.0010 -0.0014 0.0010
H 0.8659 0.4126 -4.8300 -0.0037 0.0073 0.0015
H -0.6516 -1.8279 2.0525 -0.0053 0.0073 0.0052
H -2.3505 -2.2520 1.9176 0.0102 -0.0089 0.0005
H -1.8063 -0.7034 1.3009 0.0032 0.0018 -0.0017
H 0.1608 -4.4350 0.7270 -0.0040 -0.0102 -0.0027
H -0.5194 -4.9323 -0.8264 -0.0050 0.0016 0.0057
H -1.5320 -4.8907 0.6079 -0.0003 0.0043 -0.0039
H -3.0372 -1.5443 -1.5995 -0.0073 -0.0084 0.0043
H -3.6164 -2.9722 -0.7525 0.0056 -0.0039 0.0034
H -2.6481 -3.1567 -2.2086 -0.0060 0.0029 -0.0011
C -1.3307 0.7638 -1.0062 -0.0414 -0.0324 -0.0254
C -2.6584 1.2017 -0.7697 0.0181 0.0126 0.0240
C -2.9772 1.7587 0.4780 -0.0131 0.0023 0.0065
C -4.2617 2.2115 0.7075 0.0084 -0.0044 0.0029
C -5.2198 2.1168 -0.2964 -0.0071 0.0038 -0.0005
C -4.9037 1.5725 -1.5366 0.0011 0.0022 -0.0043
C -3.6247 1.1114 -1.7809 -0.0021 -0.0036 -0.0064
H -2.2174 1.8324 1.2475 -0.0068 -0.0026 -0.0054
H -4.5203 2.6416 1.6652 -0.0015 -0.0008 -0.0004
H -6.2241 2.4735 -0.1107 0.0013 -0.0013 -0.0008
H -5.6578 1.5085 -2.3087 0.0003 0.0014 0.0005
H -3.3648 0.6838 -2.7410 0.0006 -0.0006 0.0057
```
Forces are in eV/Å.

The orbital gap is 6.3 eV. As for the charge: +2. Its energy relative to the best compared isomer or geometry (same formula, charge and spin) is 0.000 eV. Its max |F| is 0.16 eV Å⁻¹. For the total energy, the calculation gives -69718.6242 eV.